(1)
{
  "formula": "C4H13NO2",
  "method": "wB97M-V/def2-TZVPD",
  "charge": 0,
  "e_above_lowest_kj_mol": 371.4,
  "energy_ha": -365.30102,
  "elements": ["C", "C", "O", "O", "H", "H", "H", "H", "H", "H", "C", "N", "C", "H", "H", "H", "H", "H", "H", "H"],
  "coordinates": [[-1.214, -1.250, -0.949], [-1.771, -1.525, 0.432], [-1.079, -0.840, 1.515], [0.161, -1.457, 1.845], [-2.021, -1.115, -1.673], [-0.559, -0.330, -0.888], [-0.573, -2.062, -1.288], [-2.771, -1.103, 0.552], [-1.796, -2.594, 0.666], [-0.026, -1.931, 2.668], [0.391, 2.341, -0.487], [0.661, 0.956, -0.163], [2.059, 0.592, -0.285], [0.637, 2.512, -1.536], [0.970, 3.053, 0.119], [-0.669, 2.541, -0.334], [0.342, 0.752, 0.783], [2.174, -0.441, 0.037], [2.728, 1.225, 0.317], [2.356, 0.678, -1.331]]
}

***

(2)
{
  "formula": "C41H90BN12O8",
  "method": "wB97M-V/def2-TZVPD",
  "charge": 1,
  "energy_ha": -2899.42032,
  "elements": ["C", "B", "O", "C", "N", "C", "C", "O", "C", "N", "C", "N", "C", "C", "C", "N", "C", "C", "N", "C", "O", "C", "N", "C", "C", "C", "N", "C", "C", "C", "C", "C", "H", "H", "H", "H", "H", "H", "H", "H", "H", "H", "H", "H", "H", "H", "H", "H", "H", "H", "H", "H", "H", "H", "H", "H", "H", "H", "H", "H", "H", "H", "H", "H", "H", "H", "H", "C", "C", "C", "O", "C", "N", "H", "H", "H", "H", "H", "H", "H", "H", "H", "H", "H", "C", "C", "C", "O", "C", "N", "H", "H", "H", "H", "H", "H", "H", "H", "H", "H", "H", "C", "C", "C", "O", "C", "N", "H", "H", "H", "H", "H", "H", "H", "H", "H", "H", "H", "C", "C", "C", "O", "C", "N", "H", "H", "H", "H", "H", "H", "H", "H", "H", "H", "H", "C", "C", "C", "O", "C", "N", "H", "H", "H", "H", "H", "H", "H", "H", "H", "H", "H"],
  "coordinates": [[4.029, -1.413, 3.091], [3.097, -0.123, 2.641], [2.053, 0.218, 3.579], [3.428, 0.649, 1.238], [3.835, 2.076, 1.352], [2.998, 2.924, 2.243], [3.682, 3.234, 3.693], [3.162, 4.439, 4.301], [4.030, 2.738, 0.060], [4.965, 3.707, -0.031], [5.175, 4.405, -1.368], [5.948, 3.544, -2.308], [5.818, 4.144, 1.091], [5.540, 5.450, 1.867], [6.465, 5.859, 3.004], [7.604, 5.222, 3.573], [7.819, 4.030, 2.823], [7.075, 3.433, 1.637], [3.318, 2.425, -1.197], [3.025, 0.954, -1.301], [4.261, 0.301, -1.673], [4.483, 0.618, -3.052], [4.744, 1.026, -4.156], [2.335, 0.365, 0.056], [1.924, -1.180, -0.068], [3.143, -2.203, -0.229], [3.131, -3.075, -1.223], [0.994, 1.245, 0.180], [-0.046, 0.852, 1.316], [-1.497, 1.454, 0.845], [-2.730, 0.822, 1.651], [-1.427, 3.042, 1.220], [4.242, -1.277, 4.223], [5.070, -1.334, 2.589], [3.542, -2.416, 2.845], [1.488, -0.590, 3.653], [4.378, 0.105, 0.843], [2.935, 3.970, 1.741], [1.916, 2.594, 2.388], [4.822, 3.188, 3.649], [3.357, 2.359, 4.384], [2.740, 4.219, 5.168], [4.182, 4.786, -1.815], [5.799, 5.338, -1.137], [6.108, 2.621, -1.870], [5.496, 3.454, -3.227], [4.645, 6.103, 1.585], [6.207, 6.869, 3.507], [8.727, 3.415, 3.192], [7.441, 2.464, 1.152], [2.471, 2.997, -1.324], [2.226, 0.783, -2.124], [1.291, -1.577, 0.803], [1.285, -1.286, -1.026], [4.082, -2.220, 0.448], [4.021, -3.630, -1.179], [1.188, 2.384, 0.271], [0.444, 1.132, -0.837], [-0.232, -0.259, 1.487], [0.143, 1.368, 2.336], [-1.657, 1.352, -0.282], [-2.644, 0.993, 2.781], [-2.937, -0.285, 1.389], [-3.682, 1.394, 1.286], [-1.165, 3.080, 2.348], [-2.394, 3.593, 0.967], [-0.590, 3.582, 0.625], [6.416, -7.311, -1.074], [5.920, -6.521, 0.133], [5.363, -7.409, 1.265], [4.063, -7.932, 1.014], [4.043, -9.087, 0.188], [4.927, -5.536, -0.317], [5.601, -7.681, -1.699], [7.040, -6.677, -1.712], [7.023, -8.165, -0.762], [6.782, -5.979, 0.539], [5.259, -6.786, 2.161], [6.061, -8.213, 1.526], [4.914, -9.728, 0.353], [3.975, -8.797, -0.862], [3.143, -9.657, 0.429], [4.674, -4.944, 0.474], [4.066, -6.046, -0.521], [-7.225, 4.931, -1.492], [-6.083, 3.958, -1.769], [-6.113, 2.702, -0.874], [-5.666, 2.921, 0.462], [-6.646, 3.478, 1.324], [-4.806, 4.675, -1.649], [-7.069, 5.516, -0.583], [-7.321, 5.647, -2.315], [-8.178, 4.403, -1.401], [-6.190, 3.621, -2.806], [-5.417, 1.970, -1.298], [-7.101, 2.227, -0.878], [-7.653, 3.121, 1.091], [-6.607, 4.568, 1.283], [-6.401, 3.181, 2.347], [-4.053, 4.049, -1.933], [-4.633, 4.823, -0.654], [-3.360, -4.799, 4.541], [-3.021, -4.294, 3.142], [-2.323, -2.918, 3.135], [-3.194, -1.816, 3.371], [-3.490, -1.585, 4.740], [-4.243, -4.284, 2.329], [-4.233, -4.300, 4.967], [-3.591, -5.868, 4.513], [-2.518, -4.659, 5.224], [-2.323, -5.015, 2.700], [-1.912, -2.755, 2.132], [-1.472, -2.894, 3.827], [-2.642, -1.816, 5.391], [-4.368, -2.160, 5.037], [-3.737, -0.527, 4.856], [-3.996, -4.045, 1.370], [-4.806, -3.490, 2.637], [4.152, -8.787, -4.358], [4.394, -7.280, -4.391], [3.475, -6.529, -5.376], [3.845, -6.666, -6.745], [3.405, -7.869, -7.355], [5.813, -7.031, -4.680], [4.578, -9.300, -5.222], [4.617, -9.226, -3.469], [3.083, -9.012, -4.317], [4.177, -6.897, -3.387], [3.552, -5.458, -5.159], [2.422, -6.799, -5.231], [2.434, -8.195, -6.973], [4.152, -8.653, -7.222], [3.310, -7.686, -8.428], [5.990, -6.030, -4.601], [5.958, -7.223, -5.672], [-12.513, 8.534, -1.985], [-11.020, 8.492, -1.674], [-10.333, 7.186, -2.125], [-10.589, 6.066, -1.280], [-11.830, 5.421, -1.523], [-10.824, 8.737, -0.240], [-13.104, 7.928, -1.295], [-12.888, 9.559, -1.905], [-12.713, 8.187, -3.003], [-10.553, 9.313, -2.229], [-9.250, 7.343, -2.081], [-10.568, 6.945, -3.169], [-12.102, 5.435, -2.581], [-12.615, 5.879, -0.919], [-11.736, 4.381, -1.203], [-9.825, 8.810, -0.054], [-11.100, 7.888, 0.254]]
}

***

(3)
{
  "formula": "C20H25N2O4",
  "method": "wB97M-V/def2-TZVPD",
  "charge": 1,
  "e_above_lowest_kj_mol": 0.0,
  "energy_ha": -1187.32906,
  "elements": ["O", "C", "C", "O", "C", "C", "C", "C", "C", "C", "O", "C", "O", "C", "N", "C", "C", "N", "C", "C", "C", "C", "C", "C", "C", "C", "H", "H", "H", "H", "H", "H", "H", "H", "H", "H", "H", "H", "H", "H", "H", "H", "H", "H", "H", "H", "H", "H", "H", "H", "H"],
  "coordinates": [[0.703, 3.078, 1.741], [0.656, 3.572, 0.422], [1.804, 3.022, -0.463], [1.624, 1.675, -0.878], [2.431, 0.676, -0.319], [2.700, 0.611, 1.034], [3.475, -0.425, 1.557], [3.939, -1.374, 0.680], [3.645, -1.309, -0.689], [2.893, -0.291, -1.218], [4.210, -2.365, -1.324], [4.895, -3.103, -0.327], [4.696, -2.474, 0.924], [-0.732, 3.262, -0.166], [-0.950, 1.809, -0.344], [-1.907, 1.474, -1.419], [-1.898, -0.053, -1.615], [-2.219, -0.765, -0.410], [-3.552, -1.099, -0.104], [-3.795, -2.049, 0.888], [-5.084, -2.433, 1.199], [-6.161, -1.888, 0.519], [-5.930, -0.960, -0.479], [-4.640, -0.561, -0.788], [-1.322, -0.404, 0.658], [-1.341, 1.112, 0.903], [1.345, 3.570, 2.264], [0.760, 4.666, 0.425], [1.848, 3.620, -1.380], [2.754, 3.131, 0.067], [2.306, 1.355, 1.706], [3.697, -0.480, 2.608], [2.673, -0.226, -2.269], [4.501, -4.129, -0.292], [5.970, -3.131, -0.562], [-1.502, 3.665, 0.495], [-0.809, 3.750, -1.140], [-0.005, 1.444, -0.629], [-1.606, 1.972, -2.342], [-2.899, 1.824, -1.126], [-2.591, -0.334, -2.407], [-0.891, -0.355, -1.930], [-2.967, -2.512, 1.404], [-5.247, -3.171, 1.968], [-7.168, -2.191, 0.759], [-6.758, -0.532, -1.023], [-4.505, 0.166, -1.574], [-1.610, -0.909, 1.578], [-0.304, -0.718, 0.397], [-0.644, 1.387, 1.694], [-2.348, 1.433, 1.180]]
}

***

(4)
{
  "formula": "C7H12O",
  "method": "wB97M-V/def2-TZVPD",
  "charge": 0,
  "e_above_lowest_kj_mol": 287.9,
  "energy_ha": -349.03901,
  "elements": ["C", "C", "C", "C", "C", "C", "C", "H", "H", "H", "H", "H", "H", "H", "H", "H", "H", "O", "H", "H"],
  "coordinates": [[2.130, -2.373, 0.527], [1.183, -2.281, -0.368], [0.013, -1.364, -0.314], [0.349, -0.112, -0.432], [-0.323, 1.188, -0.556], [-1.393, 1.489, -1.321], [0.223, 2.263, 0.319], [2.970, -3.058, 0.427], [2.118, -1.821, 1.419], [1.077, -2.866, -1.262], [-1.003, -1.910, -0.383], [1.379, 0.142, -0.633], [-1.938, 0.698, -1.862], [-1.831, 2.557, -1.388], [0.740, 1.729, 1.240], [0.974, 2.809, -0.255], [-0.495, 2.993, 0.630], [-1.884, -0.061, 1.072], [-2.279, -0.780, 1.607], [-2.011, 0.759, 1.534]]
}

***

no.,gap between HOMO and LUMO (eV),HOMO level (eV)
1,9.256,-8.39
2,6.251,-10.28
3,8.424,-10.71
4,9.207,-8.49